{"formula": "C38H73BrN8O12S", "method": "ωB97M-V with the def2-TZVPD basis set", "spin_multiplicity": 1, "e_lumo_ev": 0.38, "smiles": "CC[C@@H](Br)[C@@]1(c2ccccc2)C[C@@H](C[SH](=O)=O)C(=O)O1.CNC(C)=O.CNC(C)=O.CNC(C)=O.CNC(C)=O.CNC(C)=O.CNC(C)=O.CNC(C)=O.CNC(C)=O", "energy_ha": -5804.9291, "charge": 0, "symbols": ["C", "C", "C", "Br", "C", "C", "C", "C", "C", "C", "C", "C", "C", "C", "S", "O", "O", "C", "O", "O", "H", "H", "H", "H", "H", "H", "H", "H", "H", "H", "H", "H", "H", "H", "H", "H", "H", "C", "N", "C", "C", "O", "H", "H", "H", "H", "H", "H", "H", "C", "N", "C", "C", "O", "H", "H", "H", "H", "H", "H", "H", "C", "N", "C", "C", "O", "H", "H", "H", "H", "H", "H", "H", "C", "N", "C", "C", "O", "H", "H", "H", "H", "H", "H", "H", "C", "N", "C", "C", "O", "H", "H", "H", "H", "H", "H", "H", "C", "N", "C", "C", "O", "H", "H", "H", "H", "H", "H", "H", "C", "N", "C", "C", "O", "H", "H", "H", "H", "H", "H", "H", "C", "N", "C", "C", "O", "H", "H", "H", "H", "H", "H", "H"], "positions_angstrom": [[6.04243, 2.71266, -0.76589], [5.76271, 1.19250, -0.58337], [4.51633, 0.76302, -1.35418], [4.96208, 0.85042, -3.27376], [3.97212, -0.62944, -1.01272], [2.42930, -0.65050, -0.98125], [1.82980, 0.24048, -0.11632], [0.47679, 0.29082, 0.02414], [-0.30911, -0.57813, -0.70624], [0.27480, -1.44596, -1.57935], [1.64679, -1.49468, -1.72113], [4.62216, -1.85178, -1.71379], [4.63941, -2.96607, -0.63265], [5.99046, -3.30940, 0.10560], [7.39537, -2.28462, -0.29527], [8.46387, -2.75361, 0.55098], [7.74441, -2.35773, -1.68725], [3.83832, -2.27059, 0.49518], [3.03070, -2.70048, 1.27107], [4.30417, -0.95777, 0.38720], [5.37025, 3.24692, -0.08226], [5.82179, 3.06032, -1.77430], [7.05654, 2.93485, -0.43235], [6.67345, 0.67822, -0.91194], [5.67332, 1.04242, 0.49719], [3.77198, 1.54374, -1.20450], [2.45583, 0.91430, 0.46104], [0.03902, 0.99792, 0.72832], [-1.38454, -0.54469, -0.56606], [-0.34749, -2.12991, -2.14646], [2.07196, -2.20985, -2.41408], [3.95687, -2.24535, -2.49094], [5.53388, -1.67542, -2.28429], [4.25226, -3.92208, -0.98164], [6.27395, -4.35292, -0.03115], [5.83166, -3.16952, 1.18052], [7.09833, -1.02850, 0.14307], [-4.04968, 2.46994, -1.80431], [-2.83315, 2.47297, -1.01424], [-2.71032, 2.65612, 0.32758], [-3.97182, 2.88649, 1.11303], [-1.60036, 2.62637, 0.84751], [-4.14904, 1.50563, -2.30640], [-3.98838, 3.25523, -2.56042], [-4.92434, 2.63895, -1.18504], [-1.95386, 2.32337, -1.48504], [-3.71892, 3.01516, 2.16218], [-4.47404, 3.78937, 0.76131], [-4.65417, 2.02682, 1.01986], [5.82139, -2.89722, -6.54235], [4.70707, -2.23751, -5.87782], [3.61993, -1.64931, -6.44114], [3.52345, -1.66084, -7.94781], [2.76486, -1.13291, -5.73784], [5.87531, -3.92621, -6.20011], [6.74537, -2.38158, -6.27014], [5.71308, -2.89054, -7.61916], [4.71024, -2.19018, -4.87094], [2.60928, -1.15683, -8.24746], [4.37230, -1.13458, -8.38608], [3.49502, -2.68657, -8.31772], [-7.87833, -1.41261, 3.22117], [-7.35908, -0.47154, 2.24330], [-6.69352, 0.68311, 2.48841], [-6.45489, 1.03152, 3.93218], [-6.31363, 1.39353, 1.56180], [-7.42217, -2.38984, 3.06079], [-8.95865, -1.49902, 3.08332], [-7.67172, -1.08530, 4.23532], [-7.49294, -0.66714, 1.26399], [-5.91822, 1.97405, 3.99488], [-7.40364, 1.13628, 4.45417], [-5.85622, 0.25845, 4.41209], [-8.86312, -2.56764, 8.34756], [-8.34252, -1.58844, 7.41153], [-7.69116, -0.42803, 7.68617], [-7.46289, -0.08231, 9.13732], [-7.30862, 0.29799, 6.77993], [-8.38717, -3.53098, 8.15842], [-9.93908, -2.67103, 8.19674], [-8.67588, -2.27433, 9.37473], [-8.46151, -1.76243, 6.42588], [-6.93453, 0.86435, 9.19689], [-8.41630, 0.01676, 9.65787], [-6.85712, -0.85076, 9.61912], [0.82069, 5.61941, 2.63285], [2.21811, 5.79451, 2.26417], [2.91331, 5.16814, 1.28851], [2.17536, 4.14880, 0.45877], [4.09688, 5.42834, 1.09628], [0.31863, 6.58173, 2.52074], [0.76972, 5.30208, 3.67691], [0.32835, 4.87767, 2.01094], [2.76651, 6.46264, 2.78159], [2.85299, 3.72975, -0.28131], [1.81110, 3.34157, 1.09572], [1.33964, 4.61632, -0.06218], [0.09067, 11.62805, 0.05944], [-0.22133, 10.38996, 0.74944], [0.63349, 9.41012, 1.14071], [2.10002, 9.59625, 0.83697], [0.21295, 8.41766, 1.71696], [-0.23071, 12.47128, 0.67310], [-0.44985, 11.65646, -0.88810], [1.15356, 11.71683, -0.13621], [-1.18348, 10.20139, 0.98279], [2.65175, 8.73619, 1.20607], [2.25721, 9.67334, -0.23947], [2.47847, 10.49241, 1.33073], [8.86355, -7.09240, -5.82964], [7.79798, -6.30322, -6.42125], [7.65994, -5.91613, -7.71715], [8.73170, -6.34482, -8.68993], [6.69936, -5.24628, -8.06532], [8.43838, -7.99579, -5.38937], [9.34554, -6.51063, -5.04252], [9.60632, -7.37366, -6.56790], [7.05145, -5.98656, -5.82372], [8.48660, -5.96418, -9.67678], [9.69958, -5.94064, -8.39050], [8.78532, -7.43313, -8.73920], [-10.92995, -6.01719, 2.53289], [-10.03367, -5.33259, 3.44764], [-8.67547, -5.38148, 3.48640], [-7.97889, -6.24648, 2.46448], [-8.05642, -4.74284, 4.32357], [-11.52258, -5.27832, 1.99118], [-11.60358, -6.65828, 3.10359], [-10.38263, -6.62397, 1.82010], [-10.43537, -4.73868, 4.15550], [-6.90613, -6.18424, 2.62008], [-8.28750, -7.28673, 2.57466], [-8.20583, -5.89903, 1.45561]], "forces_ev_per_angstrom": [[-0.8, -0.5, 0.8], [0.8, 1.0, -0.2], [1.0, 0.0, 0.3], [-0.4, -0.1, 0.1], [-0.2, -0.9, 0.2], [1.1, 0.4, -0.8], [0.7, 0.6, 0.4], [-0.5, 0.5, 0.8], [-0.8, 0.5, 0.4], [-0.5, -0.9, -0.5], [0.2, -0.5, -0.5], [-0.8, -0.9, -0.9], [0.5, 0.3, 0.8], [-1.0, 0.9, -0.2], [2.1, -1.8, 0.3], [-0.3, 0.3, 0.8], [-1.1, 0.7, -0.5], [-0.2, -0.5, -0.5], [1.3, 0.7, -0.5], [-0.7, 0.2, 1.0], [0.1, 0.2, -0.2], [0.4, 0.0, 0.0], [0.0, 0.1, -0.3], [-0.4, -0.3, -0.1], [-0.3, -0.3, -0.2], [-0.2, -0.3, -0.1], [-0.1, -0.1, 0.1], [-0.1, -0.2, -0.3], [0.0, -0.1, -0.1], [0.1, 0.0, 0.0], [0.0, 0.1, 0.0], [0.0, 0.4, 0.0], [0.2, 0.2, 0.7], [-0.4, 0.3, 0.1], [0.4, 0.2, -0.3], [0.3, -0.1, -0.1], [-0.4, -0.2, -0.4], [0.4, -0.1, -0.1], [-0.1, 0.0, 0.2], [0.2, 0.1, 0.1], [0.2, -0.3, -0.2], [0.0, 0.0, 0.0], [-0.2, 0.0, 0.0], [-0.2, 0.0, 0.0], [0.0, 0.0, 0.1], [0.0, 0.0, 0.0], [0.1, 0.0, 0.0], [-0.1, -0.1, 0.0], [0.4, 0.7, 0.0], [-0.1, 0.3, 0.7], [-0.1, 0.0, -0.3], [0.0, 0.1, 0.3], [0.0, 0.0, 0.0], [-0.1, 0.0, -0.1], [0.1, -0.1, -0.2], [0.1, -0.1, -0.1], [-0.1, -0.1, 0.0], [0.0, 0.1, 0.0], [0.0, 0.0, 0.1], [0.0, -0.1, -0.1], [0.1, 0.0, -0.1], [0.0, -0.1, -0.6], [0.1, 0.1, 0.2], [0.1, 0.1, -0.1], [0.1, 0.2, -0.2], [-0.7, -0.4, 0.2], [-0.1, -0.1, 0.2], [0.0, -0.1, 0.2], [0.1, 0.1, 0.0], [0.0, 0.0, 0.0], [0.0, 0.0, -0.1], [0.1, -0.1, 0.2], [-0.2, 0.0, 0.2], [0.0, 0.0, -0.5], [0.1, 0.2, 0.3], [0.0, 0.0, -0.2], [0.0, 0.0, 0.0], [-0.1, -0.1, 0.1], [-0.1, -0.1, 0.1], [0.0, -0.1, 0.2], [0.0, 0.1, 0.0], [0.0, -0.1, 0.0], [0.0, 0.0, -0.1], [0.0, -0.1, 0.1], [-0.1, 0.0, 0.1], [0.1, 0.4, 0.3], [-0.1, -0.3, -0.2], [0.3, 0.2, 0.1], [0.1, -0.1, 0.0], [0.0, -0.1, -0.1], [-0.1, -0.4, 0.1], [-0.1, -0.1, -0.1], [0.1, 0.0, 0.0], [0.0, 0.0, 0.0], [0.1, 0.1, 0.0], [-0.2, 0.0, -0.1], [-0.1, -0.1, 0.1], [-0.5, -0.2, 0.1], [0.3, 0.0, 0.0], [-0.1, -0.1, 0.1], [0.0, 0.0, 0.0], [0.0, 0.3, -0.1], [0.1, 0.1, -0.1], [0.1, 0.1, -0.1], [0.0, -0.1, 0.0], [0.0, 0.0, 0.0], [-0.1, 0.0, 0.0], [0.1, 0.1, 0.0], [0.0, 0.0, -0.1], [-0.4, 0.2, 0.3], [0.2, -0.1, -0.3], [-0.2, 0.1, 0.0], [0.0, 0.0, 0.0], [0.1, -0.2, -0.1], [0.2, -0.1, 0.0], [0.1, -0.1, 0.0], [0.0, 0.0, 0.0], [0.0, 0.0, 0.0], [-0.1, 0.0, 0.1], [0.0, -0.1, 0.0], [0.1, 0.0, 0.0], [-0.1, 0.3, 0.4], [0.2, -0.1, -0.2], [0.0, 0.1, 0.2], [0.0, 0.0, 0.0], [0.0, 0.1, 0.0], [0.0, -0.1, -0.1], [0.0, -0.1, -0.2], [0.0, 0.0, 0.0], [0.0, 0.0, 0.0], [0.0, 0.1, 0.1], [0.0, 0.0, -0.1], [0.0, -0.1, 0.0]], "mulliken_charge": [-1.26, -0.30, -0.41, -0.06, 2.18, -0.41, -0.16, -1.09, -0.45, -1.14, 0.25, -1.33, 0.29, -1.13, 1.00, -0.68, -0.55, 0.02, -0.59, -0.53, 0.24, 0.30, 0.43, 0.16, 0.46, 0.27, 0.53, 0.38, 0.50, 0.39, 0.25, -0.01, 0.82, 0.77, 0.45, 0.43, -0.02, -0.91, -0.09, 0.75, -1.28, -0.62, 0.29, 0.30, 0.33, 0.26, 0.29, 0.41, 0.34, -1.17, 0.07, 0.97, -1.45, -0.62, 0.40, 0.25, 0.41, 0.06, 0.31, 0.35, 0.37, -0.33, -0.08, 0.71, -1.20, -0.76, 0.28, 0.28, -0.19, 0.25, 0.26, 0.36, 0.36, -0.90, -0.03, 0.89, -1.45, -0.57, 0.29, 0.29, 0.36, 0.10, 0.29, 0.38, 0.37, -0.49, -0.11, 0.69, -1.03, -0.73, 0.23, 0.28, 0.11, 0.25, 0.15, 0.35, 0.39, -0.85, -0.18, 0.72, -1.10, -0.64, 0.28, 0.28, 0.33, 0.24, 0.14, 0.36, 0.34, -0.87, -0.11, 0.83, -1.35, -0.62, 0.30, 0.29, 0.33, 0.21, 0.29, 0.37, 0.37, -0.87, -0.15, 0.84, -1.39, -0.62, 0.28, 0.29, 0.33, 0.22, 0.30, 0.42, 0.36]}


{"formula": "C21H31N3O4", "method": "ωB97M-V with the def2-TZVPD basis set", "spin_multiplicity": 1, "e_lumo_ev": 0.72, "relative_energy_kj_mol": 45.31, "smiles": "COC[C@@H](C)n1c(C)cc(C(=O)CN2C(=O)N[C@@]3(CCCC[C@@H]3C)C2=O)c1C", "energy_ha": -1284.1059, "charge": 0, "symbols": ["C", "O", "C", "C", "C", "N", "C", "C", "C", "C", "C", "O", "C", "N", "C", "O", "N", "C", "C", "C", "C", "C", "C", "C", "C", "O", "C", "C", "H", "H", "H", "H", "H", "H", "H", "H", "H", "H", "H", "H", "H", "H", "H", "H", "H", "H", "H", "H", "H", "H", "H", "H", "H", "H", "H", "H", "H", "H", "H"], "positions_angstrom": [[7.36710, 1.39731, -1.82430], [6.83006, 0.58441, -0.81275], [5.47698, 0.86557, -0.53689], [5.03584, -0.07542, 0.59864], [5.23465, 0.54716, 1.97912], [3.69137, -0.57712, 0.40363], [3.41295, -1.90468, 0.14237], [4.45941, -2.95957, 0.05417], [2.06749, -2.04029, -0.01123], [1.48289, -0.75359, 0.15831], [0.08408, -0.40913, 0.05051], [-0.37792, 0.70192, 0.22483], [-0.83308, -1.57940, -0.32746], [-2.19589, -1.13974, -0.45540], [-2.75341, -0.74990, -1.67953], [-2.20840, -0.82980, -2.75062], [-4.01227, -0.34108, -1.40875], [-4.32153, -0.32223, 0.00262], [-5.49718, -1.25697, 0.36224], [-6.81137, -0.50352, 0.57199], [-6.91394, 0.65016, -0.41675], [-5.83905, 1.70095, -0.11501], [-4.57630, 1.10290, 0.52824], [-3.37749, 2.01713, 0.29247], [-3.03236, -0.90155, 0.59180], [-2.81897, -1.16292, 1.74921], [2.53078, 0.12879, 0.41294], [2.41710, 1.58738, 0.66234], [6.82628, 1.26491, -2.76942], [7.33077, 2.45743, -1.54433], [8.40290, 1.09083, -1.95181], [5.37110, 1.92290, -0.25220], [4.86240, 0.68637, -1.43375], [5.70551, -0.93650, 0.52522], [4.67240, 1.46852, 2.08977], [6.29026, 0.76496, 2.11686], [4.91665, -0.15002, 2.75081], [5.18050, -2.74248, -0.73405], [4.99796, -3.06903, 0.99596], [3.97932, -3.90705, -0.17451], [1.55309, -2.95623, -0.21915], [-0.52285, -1.99175, -1.29046], [-0.78006, -2.34307, 0.45251], [-4.59050, 0.09565, -2.10452], [-5.23775, -1.80124, 1.27231], [-5.60718, -1.98329, -0.44577], [-6.86299, -0.11036, 1.58816], [-7.64623, -1.19351, 0.44097], [-6.79408, 0.25522, -1.42814], [-7.90286, 1.10820, -0.36315], [-6.24182, 2.45103, 0.56790], [-5.56535, 2.22069, -1.03551], [-4.72608, 1.00023, 1.60687], [-3.15840, 2.10612, -0.77012], [-3.58983, 3.01042, 0.68167], [-2.48760, 1.63573, 0.78602], [3.22934, 2.14470, 0.20478], [1.46889, 1.93119, 0.25693], [2.40466, 1.79261, 1.73344]], "forces_ev_per_angstrom": [[0.0, 0.1, -0.1], [0.0, -0.2, 0.3], [-0.1, -0.1, -0.1], [0.5, 0.4, 0.0], [0.0, -0.2, -0.2], [-0.3, -0.2, -0.1], [-0.2, -0.5, -0.1], [0.0, 0.1, 0.0], [0.1, 0.1, 0.0], [0.8, 0.3, 0.1], [-0.2, -0.1, -0.1], [-0.1, -0.1, 0.0], [-0.2, 0.2, 0.0], [0.4, -0.1, -0.1], [0.0, -0.1, -0.1], [0.3, 0.0, -0.3], [-0.3, 0.2, -0.1], [-0.3, -0.1, 0.4], [-0.1, 0.0, 0.2], [0.0, -0.1, -0.2], [-0.1, 0.1, 0.2], [0.0, -0.2, 0.0], [0.2, 0.1, -0.2], [-0.1, -0.2, 0.3], [-0.3, 0.0, -0.1], [0.0, 0.1, 0.2], [-0.7, 0.0, -0.1], [0.0, 0.1, 0.0], [0.0, 0.0, 0.0], [0.0, 0.0, 0.0], [0.0, 0.1, -0.1], [0.0, -0.1, 0.0], [0.0, 0.0, 0.1], [-0.2, 0.1, 0.0], [-0.1, 0.1, 0.0], [0.1, 0.1, 0.0], [0.0, 0.0, 0.1], [0.1, -0.1, 0.0], [0.1, -0.1, 0.0], [0.0, 0.0, 0.0], [0.0, -0.3, -0.1], [0.0, 0.0, 0.1], [0.0, 0.0, -0.1], [0.1, 0.0, -0.1], [0.0, 0.0, 0.0], [0.0, 0.0, 0.0], [-0.1, 0.0, 0.1], [0.0, 0.0, 0.1], [-0.1, 0.0, -0.1], [0.0, 0.0, -0.1], [0.0, 0.1, 0.0], [0.0, 0.1, 0.0], [0.0, 0.0, 0.0], [0.0, 0.0, -0.1], [0.0, 0.1, 0.0], [0.1, 0.1, 0.0], [0.1, 0.1, 0.0], [0.1, 0.0, 0.0], [0.0, 0.1, 0.1]], "mulliken_charge": [-0.75, -0.35, -0.78, 0.03, -1.81, 0.37, 0.52, -1.77, -0.70, 0.84, 0.44, -0.68, -1.21, 0.31, 0.29, -0.68, -0.06, 2.26, -1.29, -0.68, -0.72, -0.97, 0.19, -1.74, -0.84, -0.69, 0.45, -1.45, 0.32, 0.30, 0.26, 0.42, 0.53, 0.31, 0.32, 0.49, 0.39, 0.35, 0.32, 0.38, 0.45, 0.50, 0.40, 0.25, 0.26, 0.34, 0.41, 0.46, 0.27, 0.46, 0.45, 0.26, 0.40, 0.33, 0.52, 0.33, 0.33, 0.43, 0.25]}


{"formula": "C5H14O2", "method": "ωB97M-V with the def2-TZVPD basis set", "spin_multiplicity": 1, "e_lumo_ev": 0.66, "relative_energy_kj_mol": 132.55, "smiles": "C/C=C/CC.O.O", "energy_ha": -349.3253, "charge": 0, "symbols": ["C", "C", "C", "C", "C", "H", "H", "H", "H", "H", "H", "H", "H", "H", "H", "O", "H", "H", "O", "H", "H"], "positions_angstrom": [[1.11841, 2.38910, -1.12804], [0.84436, 1.53348, 0.06097], [-0.34273, 0.90851, 0.21551], [-1.02046, 0.54516, 1.52691], [-2.13765, -0.48142, 1.19975], [1.48890, 3.39417, -0.93149], [0.26270, 2.54243, -1.79520], [1.97027, 1.93698, -1.66703], [1.65657, 1.16991, 0.70559], [-0.87398, 0.79113, -0.72591], [-0.42755, -0.03464, 2.21663], [-1.48478, 1.43531, 1.90589], [-1.67002, -1.41919, 0.86846], [-2.81518, -0.15042, 0.36514], [-2.82847, -0.72468, 2.00950], [0.38737, -3.19548, -2.35220], [1.27773, -2.95410, -2.60408], [0.40574, -3.16329, -1.38661], [1.22665, -1.88341, 0.36030], [0.94948, -0.95085, 0.27000], [2.01265, -1.68869, 0.88593]], "forces_ev_per_angstrom": [[1.3, -0.6, -0.9], [-0.7, -1.1, 0.2], [0.8, 0.9, 0.2], [-1.0, -2.2, -1.9], [-0.8, 0.0, -1.0], [-0.1, 0.0, 0.7], [0.1, -0.5, 0.2], [-0.4, 0.2, -0.3], [-0.1, 1.4, 0.4], [-0.9, 0.6, 0.3], [0.8, 0.7, 0.6], [0.2, 0.5, 0.6], [-0.2, 0.2, 0.1], [0.8, -0.1, 0.6], [0.3, 0.1, 0.3], [-0.3, -0.1, 0.2], [0.2, 0.1, -0.1], [0.1, 0.1, -0.1], [0.3, 1.1, 0.4], [-0.6, -0.4, -0.5], [0.2, -0.8, 0.1]], "mulliken_charge": [-1.20, 0.39, -0.99, -0.06, -1.12, 0.33, 0.36, 0.26, 0.37, 0.23, 0.24, 0.32, 0.24, 0.32, 0.36, -0.65, 0.31, 0.31, -0.64, 0.33, 0.31]}